C4H46O20 | the ωB97M-V functional and the def2-TZVPD basis

Structure (XYZ):
```
70
Properties=species:S:1:pos:R:3
C 16.227 -17.485 -12.360
C 16.926 -16.592 -11.445
O 17.689 -17.368 -10.605
H 15.675 -18.310 -11.890
H 16.925 -17.900 -13.108
H 15.484 -17.002 -12.861
H 16.179 -16.104 -10.833
H 17.428 -15.784 -11.899
C 13.040 -18.834 -10.989
C 12.230 -19.610 -11.991
O 11.649 -20.735 -11.239
H 13.781 -19.482 -10.447
H 12.400 -18.354 -10.226
H 13.557 -18.056 -11.536
H 11.413 -19.111 -12.576
H 12.950 -20.038 -12.715
O 20.101 -16.749 -11.108
H 20.631 -17.481 -10.878
H 19.184 -16.959 -10.771
O 16.790 -19.579 -9.566
H 17.719 -19.719 -9.442
H 16.844 -18.673 -9.961
O 19.142 -17.804 -14.988
H 19.286 -17.028 -14.481
H 19.849 -18.396 -14.644
O 16.485 -18.723 -15.603
H 17.369 -18.380 -15.302
H 16.434 -19.613 -15.319
O 15.557 -13.202 -10.961
H 15.139 -13.519 -10.166
H 15.376 -13.896 -11.548
O 19.079 -13.951 -11.161
H 19.966 -14.345 -11.021
H 18.449 -14.549 -11.548
O 16.354 -21.145 -11.686
H 16.523 -20.500 -11.067
H 17.171 -21.616 -11.768
O 13.666 -15.505 -11.097
H 13.145 -14.715 -11.278
H 14.417 -15.427 -11.689
O 18.897 -19.495 -11.883
H 18.531 -19.627 -12.781
H 18.258 -18.871 -11.596
O 19.664 -15.740 -13.499
H 19.833 -16.157 -12.664
H 20.495 -15.308 -13.718
O 14.058 -18.398 -14.440
H 14.175 -19.007 -13.657
H 14.921 -18.291 -14.842
O 13.952 -16.503 -8.531
H 13.794 -16.443 -9.450
H 14.143 -15.618 -8.276
O 12.458 -16.332 -13.698
H 12.918 -17.162 -13.976
H 13.008 -15.927 -13.011
O 16.969 -15.406 -14.749
H 17.167 -15.695 -15.665
H 17.687 -15.717 -14.194
O 15.060 -21.014 -13.843
H 15.645 -20.901 -13.065
H 14.494 -21.736 -13.528
O 16.959 -16.213 -8.433
H 17.167 -16.659 -9.284
H 16.022 -16.124 -8.509
O 14.955 -14.578 -13.266
H 14.761 -13.764 -13.794
H 15.818 -14.713 -13.659
O 19.732 -16.134 -8.531
H 20.249 -16.246 -9.341
H 18.806 -15.961 -8.752
```

Its net charge is -2.

---

C4H48HgO21 | the ωB97M-V functional and the def2-TZVPD basis

Structure (XYZ):
```
74
Properties=species:S:1:pos:R:3
Hg -0.312 0.147 0.216
C 1.383 3.638 1.023
C 2.150 2.354 1.069
O 1.767 1.222 0.283
H 1.286 4.157 0.069
H 1.977 4.348 1.599
H 0.404 3.569 1.496
H 2.296 1.985 2.084
H 3.157 2.560 0.705
C -3.513 1.586 2.046
C -2.078 1.736 2.615
O -1.167 0.691 2.307
H -3.899 0.568 2.098
H -3.557 1.690 0.962
H -4.243 2.318 2.392
H -2.163 1.701 3.701
H -1.742 2.750 2.396
O 0.762 -1.777 0.779
H 1.062 -2.081 1.636
H 0.958 -2.501 0.185
O 2.356 -2.445 -2.957
H 2.850 -3.253 -3.092
H 2.083 -2.180 -3.835
O 2.446 0.925 -4.718
H 2.421 1.062 -3.771
H 3.323 1.205 -4.978
O 0.290 2.984 -3.426
H 1.123 2.543 -3.260
H 0.535 3.883 -3.644
O -2.472 -3.753 0.387
H -2.561 -4.442 -0.271
H -2.673 -4.186 1.217
O 0.106 -4.065 2.936
H -0.578 -3.431 3.153
H -0.332 -4.712 2.384
O -4.603 -0.784 -1.526
H -4.850 -0.324 -2.329
H -5.400 -0.786 -0.996
O 3.564 -0.830 -0.979
H 3.008 -0.101 -0.705
H 2.968 -1.432 -1.425
O 1.021 -3.623 -0.899
H 1.280 -3.215 -1.725
H 0.881 -4.544 -1.119
O 3.099 0.375 4.635
H 3.460 -0.346 5.152
H 3.029 0.023 3.748
O 1.033 2.064 4.269
H 1.724 1.476 4.574
H 0.443 1.501 3.767
O -3.798 2.554 -1.781
H -3.414 3.348 -2.154
H -4.695 2.543 -2.115
O 2.596 2.010 -2.319
H 3.426 2.476 -2.223
H 2.320 1.821 -1.422
O 0.165 -0.602 -1.974
H -0.552 -1.000 -2.467
H 0.955 -0.856 -2.451
O 3.657 -0.833 2.107
H 3.432 -1.726 1.845
H 3.169 -0.275 1.502
O -1.485 -1.957 3.647
H -1.437 -1.027 3.425
H -2.408 -2.184 3.532
O -2.178 -1.167 -0.248
H -2.351 -2.096 -0.096
H -2.893 -0.880 -0.816
O -1.401 -1.978 -3.555
H -0.826 -2.129 -4.305
H -2.244 -2.345 -3.821
O -1.199 1.785 -1.256
H -0.825 2.209 -2.029
H -2.117 2.058 -1.254
```

The energy above the lowest of the compared OMol25 structures with the same formula, charge and spin comes out at 12.8 kcal/mol.

---

C4H4AgO5 | the ωB97M-V functional and the def2-TZVPD basis

Structure (XYZ):
```
14
Properties=species:S:1:pos:R:3
O 0.969 0.641 -0.108
C -0.260 0.138 -0.042
C 1.906 -0.354 0.354
O -1.157 0.684 -0.921
O -0.234 -1.187 0.065
C 1.132 -1.645 0.108
H 2.114 -0.172 1.415
H 2.823 -0.262 -0.233
H 1.218 -2.369 0.921
H 1.369 -2.108 -0.857
Ag -3.573 2.232 -2.325
O -2.952 2.032 -0.073
C -2.029 1.446 0.390
O -1.325 0.925 1.305
```

Its net charge is +1. The energy above the lowest of the compared OMol25 structures with the same formula, charge and spin comes out at 52.5 kcal/mol.

---

C4H4AlO5 | the ωB97M-V functional and the def2-TZVPD basis

Structure (XYZ):
```
14
Properties=species:S:1:pos:R:3
O -0.536 1.219 0.473
C 0.510 0.343 0.236
C -1.748 0.663 0.152
O 0.860 0.206 -0.983
O -1.013 -0.917 0.381
C -2.229 -1.167 0.078
H -1.940 0.864 -0.918
H -2.506 1.108 0.815
H -2.479 -1.354 -0.980
H -2.819 -1.616 0.898
Al 2.424 0.201 -0.337
O 1.417 0.347 1.131
C 4.473 0.097 -0.482
O 5.587 0.006 -0.464
```

Its net charge is +3. The energy above the lowest of the compared OMol25 structures with the same formula, charge and spin comes out at 87.0 kcal/mol.

---

C4H4AuLiO2 | the ωB97M-V functional and the def2-TZVPD basis

Structure (XYZ):
```
12
Properties=species:S:1:pos:R:3
O -0.741 1.051 -0.878
C -1.426 0.125 -1.212
C -2.488 -0.466 -1.705
H -3.184 0.109 -2.316
H -2.668 -1.518 -1.480
H 1.033 1.097 0.405
C 0.118 -1.488 0.334
C 1.052 -0.809 0.740
O 1.619 0.339 0.930
Li 3.129 0.781 2.090
H -0.679 -2.206 0.425
Au 4.236 2.985 2.667
```

Its net charge is +2. Its spin multiplicity is 3.

---

C4H4BaBrIO5S | the ωB97M-V functional and the def2-TZVPD basis

Structure (XYZ):
```
17
Properties=species:S:1:pos:R:3
O 1.899 0.479 1.602
C 2.317 0.191 0.517
I 4.268 0.139 -0.111
C 1.283 -0.127 -0.602
C -0.022 -0.752 -0.118
Br 0.088 -2.633 -0.215
C -0.660 -0.328 1.249
O -2.073 -0.413 0.954
S -2.334 0.323 -0.359
O -2.063 1.729 -0.139
O -3.471 -0.032 -1.096
O -1.053 -0.292 -1.130
H 1.093 0.781 -1.146
H 1.726 -0.790 -1.343
H -0.439 -1.037 2.032
H -0.418 0.681 1.558
Ba -0.141 2.079 -1.652
```

Its net charge is +2. The energy above the lowest of the compared OMol25 structures with the same formula, charge and spin comes out at 0.0 kcal/mol.

---

DFT total energy readings, ordered: -1684.7421 -1914.5773 -677.6634 -772.0041 -447.6309 -3825.7346 a.u.
Max |F| readings, ordered: 0.088 0.056 0.090 0.126 0.182 0.104 hartree/bohr